Entry from the OMol25 dataset: a molecular structure, C16H21BeCl5NOS3 (the ωB97M-V functional and the def2-TZVPD basis).

Properties
Relative energy (zero: lowest compared OMol25 entry of this formula, charge and spin) in kcal per mole: 0.0
HOMO-LUMO gap in eV: 9.32
LUMO level in eV: -2.22
Total charge: +1
Maximum force in Eh/bohr: 0.004
Energy in hartree: -4262.46382

Geometry as XYZ:
```
48
Properties=species:S:1:pos:R:3:forces:R:3:mulliken_charge:R:1
Be 0.2201 -0.2278 0.4452 -0.1 0.0 0.0 -1.04
C 3.5803 -1.2450 1.1020 0.1 0.0 0.0 -0.06
C 3.5799 0.2285 0.6960 0.0 0.0 0.0 -0.96
S 2.0089 1.0586 0.2605 0.0 0.0 0.0 0.12
C 1.6390 2.0748 1.7090 0.0 0.0 0.0 -0.86
C 1.3989 1.2692 2.9741 0.0 0.0 0.0 -0.75
S 0.1062 0.0239 2.6829 0.0 0.0 0.1 0.15
C 0.6648 -1.4080 3.6458 0.1 0.0 0.0 -0.85
C 1.7055 -2.3065 2.9962 0.0 0.0 0.0 0.37
S 3.3798 -1.6140 2.8666 -0.1 0.0 0.0 -0.14
H 4.5677 -1.6362 0.8525 0.0 0.0 0.0 0.55
H 2.8612 -1.8205 0.5267 -0.1 0.0 0.0 -0.28
H 4.1744 0.3337 -0.2119 0.0 0.0 0.0 0.52
H 4.0594 0.8457 1.4568 0.0 0.0 0.0 0.49
H 0.7552 2.6460 1.4187 0.0 0.0 0.0 0.37
H 2.4568 2.7809 1.8512 0.0 0.0 0.0 0.60
H 1.0620 1.9300 3.7725 0.0 0.0 0.0 0.54
H 2.3053 0.7615 3.2907 0.0 -0.1 0.0 0.29
H -0.2490 -1.9747 3.8297 0.0 0.0 0.0 0.48
H 1.0053 -1.0306 4.6104 0.0 0.0 0.0 0.44
H 1.3814 -2.6194 2.0056 0.0 0.0 0.0 -0.77
H 1.8015 -3.2040 3.6093 0.0 0.0 0.0 0.54
Cl -2.2375 -1.7926 1.2428 0.0 0.0 0.1 -0.16
C -2.4835 -0.3222 0.3228 0.0 0.0 -0.1 1.10
C -1.3647 0.4284 -0.0388 -0.1 0.0 0.1 -0.76
C -1.6628 1.5888 -0.7490 0.0 0.0 0.1 1.38
Cl -0.3560 2.6272 -1.2356 0.1 0.1 -0.1 -0.14
C -2.9555 1.9782 -1.0983 0.0 0.0 0.0 -0.26
Cl -3.2441 3.4249 -1.9731 0.0 0.0 0.0 -0.16
C -4.0323 1.1753 -0.7233 0.0 0.0 0.0 0.47
Cl -5.6333 1.6223 -1.1381 0.0 0.0 0.0 -0.16
C -3.7987 0.0065 -0.0005 0.1 0.1 0.0 -0.50
Cl -5.1147 -0.9874 0.4728 0.0 0.0 0.0 -0.17
C -0.2126 -0.7172 -2.6840 0.0 0.0 -0.1 -1.13
N -0.4658 -2.0451 -2.1248 0.0 0.0 0.0 0.41
C -1.2186 -2.9573 -2.9920 0.0 0.0 0.0 -1.18
C -0.0034 -2.4373 -0.9581 0.0 0.1 -0.1 0.67
C -0.1684 -3.8685 -0.5509 0.0 0.0 0.0 -1.57
O 0.6132 -1.6460 -0.1713 0.0 -0.1 0.0 0.00
H 0.1805 -0.8423 -3.6929 0.0 0.0 0.0 0.54
H 0.5127 -0.1789 -2.0847 0.0 0.0 0.0 0.11
H -1.1356 -0.1414 -2.7254 0.0 0.0 0.0 0.47
H -1.7705 -2.3615 -3.7129 0.0 0.0 0.0 0.42
H -1.9314 -3.5395 -2.4138 0.0 0.0 0.0 0.41
H -0.5490 -3.6271 -3.5327 0.0 0.0 0.0 0.34
H 0.1076 -4.5519 -1.3524 0.0 0.0 0.0 0.47
H -1.2102 -4.0567 -0.2846 0.0 0.0 0.0 0.39
H 0.4485 -4.0579 0.3228 0.0 0.0 0.0 0.23
```
Positions in Å, forces in eV/Å.

=====

Entry from the OMol25 dataset: a molecular structure, C5H7NO (the ωB97M-V functional and the def2-TZVPD basis).

Properties
Relative energy (zero: lowest compared OMol25 entry of this formula, charge and spin) in kcal per mole: 87.0
HOMO-LUMO gap in eV: 9.86
LUMO level in eV: 0.68
Maximum force in Eh/bohr: 0.011
Energy in hartree: -324.58582

Geometry as XYZ:
```
14
Properties=species:S:1:pos:R:3:forces:R:3:mulliken_charge:R:1
O -1.8433 2.1119 -0.4273 0.4 -0.3 -0.1 -0.46
C -1.0693 1.2861 -0.8393 -0.2 0.2 0.1 -0.29
C -0.1726 0.3662 -0.0646 -0.3 0.2 -0.2 0.52
C 1.3155 0.2945 0.3678 0.3 0.3 0.0 -0.33
N 0.8344 -1.1287 0.6121 0.1 -0.2 0.0 -0.49
C 0.1154 -0.9668 -0.7337 0.0 -0.4 -0.2 -0.56
C -0.3985 -0.4642 1.2105 -0.3 0.0 0.3 -0.30
H -1.0277 0.9843 -1.9143 -0.1 0.5 0.0 0.28
H 2.0976 0.3630 -0.3941 -0.2 0.0 0.0 0.26
H 1.6098 0.8190 1.2830 -0.1 -0.1 -0.2 0.25
H 0.7672 -0.9440 -1.6156 0.0 -0.1 0.3 0.32
H -0.7482 -1.6208 -0.9010 0.2 -0.1 0.2 0.30
H -1.2738 -1.1178 1.2551 0.1 0.1 -0.1 0.26
H -0.2131 0.0173 2.1754 0.0 -0.1 -0.2 0.24
```
Positions in Å, forces in eV/Å.

=====

Entry from the OMol25 dataset: 2 unconnected molecules or ions with the total composition C3H7FN2O at a distorted geometry (the ωB97M-V functional and the def2-TZVPD basis).

Properties
SMILES string: O/N=C\F.C=CN
Relative energy (zero: lowest compared OMol25 entry of this formula, charge and spin) in kcal per mole: 74.2
HOMO-LUMO gap in eV: 9.66
LUMO level in eV: 0.90
Maximum force in Eh/bohr: 0.092
Energy in hartree: -402.99117

Geometry as XYZ:
```
14
Properties=species:S:1:pos:R:3:forces:R:3:mulliken_charge:R:1
C 0.1176 1.7422 -0.4721 3.1 -3.1 -1.7 -0.91
C -0.3254 0.6586 -1.1242 -0.4 -0.5 1.8 0.01
C 0.0090 -1.5447 1.0547 1.8 1.4 0.5 0.17
N -1.0092 -0.9766 1.4268 -3.5 -1.4 -0.1 -0.33
N 0.3102 -0.4540 -1.6807 1.5 0.9 2.3 -0.40
O -0.9800 0.1499 2.1612 0.3 0.3 0.0 -0.29
F 1.1614 -0.9080 1.3459 1.7 0.2 0.1 -0.30
H 1.1972 1.8287 -0.2953 -0.3 0.5 -0.4 0.27
H -0.4994 2.4372 -0.0869 -2.1 2.0 1.4 0.35
H -1.3197 0.2967 -0.8919 -1.0 1.1 -0.8 0.32
H 0.2382 -2.4056 0.4910 -0.8 -0.9 -0.5 0.40
H 1.2828 -0.6612 -1.4773 -0.3 0.4 -0.7 0.19
H -0.0863 0.5001 2.0766 0.4 0.4 0.2 0.33
H -0.0964 -0.6633 -2.5277 -0.4 -1.1 -2.1 0.19
```
Positions in Å, forces in eV/Å.